Record 1
This record from the Open Molecules 2025 dataset describes C26H43BBr3CaClF3NO12PS as an isolated structure in a non-equilibrium geometry. The level of theory is the ωB97M-V functional and the def2-TZVPD basis.

As for the total charge: +1. Its electronic energy is -323728.3218 eV.

CARTESIAN COORDINATES (ANGSTROEM)
C (8.2406, -2.3633, 1.8516)
C (7.4427, -3.7883, 1.9952)
B (6.0981, -3.9343, 1.0610)
O (5.7821, -5.3231, 0.5739)
C (5.1969, -2.6018, 0.7466)
C (5.1667, -2.0817, -0.8425)
Cl (6.0755, -2.9730, -2.2188)
C (4.2913, -0.7274, -1.2824)
C (3.5310, 0.0575, -0.0607)
C (3.5710, -0.4631, 1.4934)
C (4.3948, -1.8436, 1.9576)
P (4.3009, -2.3271, 3.7839)
O (4.8608, -3.9045, 4.2229)
O (5.0885, -1.1161, 4.7938)
S (2.3830, -2.2870, 4.2970)
C (2.7012, 0.6090, 2.3683)
O (2.6985, 0.9522, 3.6582)
N (1.8153, 1.2811, 1.3018)
C (0.5882, 0.3975, 1.2737)
C (-0.6109, 1.2260, 2.0614)
C (-1.3112, 0.3464, 3.2665)
C (-2.9663, 0.2120, 3.1011)
C (-3.3383, -1.3304, 3.5547)
C (-2.9327, -2.4181, 2.3652)
C (-4.1835, -3.4788, 2.1126)
O (-5.3396, -2.6698, 1.6642)
C (-5.2164, -2.6276, 0.1927)
C (2.6056, 1.4090, -0.0097)
O (2.6242, 2.3866, -0.9204)
H (9.0271, -2.4590, 0.9687)
H (8.7822, -2.1498, 2.8928)
H (7.5629, -1.4309, 1.6481)
H (8.2149, -4.6377, 1.6686)
H (7.2542, -3.9766, 3.1497)
H (6.3492, -5.5370, -0.2310)
H (4.2378, -0.3097, -2.3753)
H (4.2856, -4.1857, 5.0198)
H (5.2094, -0.3353, 4.1540)
H (0.8145, -0.5508, 1.9538)
H (0.2968, 0.0449, 0.1968)
H (-0.1649, 2.1968, 2.5757)
H (-1.4046, 1.5623, 1.2643)
H (-1.1434, 0.9066, 4.2969)
H (-0.8620, -0.7289, 3.3947)
H (-3.5205, 1.0004, 3.7836)
H (-3.2163, 0.4248, 1.9559)
H (-2.7130, -1.5843, 4.5113)
H (-4.4772, -1.4615, 3.8521)
H (-2.0010, -3.0787, 2.6848)
H (-2.6259, -1.8416, 1.3683)
H (-3.9107, -4.2846, 1.2757)
H (-4.4443, -4.0432, 3.1093)
H (-5.4463, -3.7170, -0.2190)
H (-5.9767, -1.8148, -0.1926)
H (-4.1230, -2.3401, -0.1687)
F (3.4233, -4.0454, -0.0888)
O (0.0553, -5.0480, 3.3524)
H (0.5574, -5.8686, 3.1142)
H (-0.7534, -4.9419, 2.7894)
H (0.6338, -4.2444, 3.3103)
Ca (-0.4767, -2.7657, 1.5216)
C (-0.1832, 1.9442, -2.2716)
C (-1.1280, 2.9798, -2.7782)
O (-2.0789, 2.2324, -3.5021)
C (-2.1085, 1.0131, -2.8947)
O (-2.9940, 0.1897, -3.0554)
O (-1.0279, 0.8278, -2.0765)
F (-0.5068, 3.8218, -3.6343)
H (0.5945, 1.6882, -2.9989)
H (0.2964, 2.2413, -1.3351)
H (-1.6310, 3.5519, -1.9913)
C (-6.9447, 6.3782, -3.6210)
O (-6.3411, 5.5035, -4.5690)
C (-4.9854, 5.8659, -4.8522)
C (-3.9990, 4.9693, -4.0948)
O (-4.0832, 5.1808, -2.6815)
C (-4.8395, 4.1671, -2.0290)
H (-7.8679, 5.9130, -3.2660)
H (-6.2966, 6.5612, -2.7611)
H (-7.1935, 7.3280, -4.1033)
H (-4.8085, 6.9247, -4.6272)
H (-4.8356, 5.7223, -5.9270)
H (-2.9815, 5.2354, -4.3971)
H (-4.1563, 3.9135, -4.3414)
H (-4.2409, 3.2529, -1.9516)
H (-5.7753, 3.9512, -2.5512)
H (-5.0787, 4.5143, -1.0201)
F (10.5321, -2.5824, 0.8351)
C (0.3774, 1.4320, -6.5881)
Br (-0.2524, -0.1681, -5.6786)
Br (-1.0756, 2.6687, -6.9668)
Br (1.8267, 2.2933, -5.6176)
H (0.7845, 1.1120, -7.5529)

Here are the Mulliken charges for atoms 1 to 8, given in e: atom 1 (C): -0.718, atom 2 (C): -0.299, atom 3 (B): 0.285, atom 4 (O): -0.531, atom 5 (C): -0.180, atom 6 (C): 0.078, atom 7 (Cl): -0.163, atom 8 (C): -0.605

***

Record 2
This record from the Open Molecules 2025 dataset describes C26H43Cl3N3O3SiSr as an isolated structure in a non-equilibrium geometry. The level of theory is the ωB97M-V functional and the def2-TZVPD basis.

As for the total charge: -1. The energy relative to the best compared isomer or geometry (same formula, charge and spin) is 0.000 eV.

CARTESIAN COORDINATES (ANGSTROEM)
C (-1.5124, -2.1390, -3.4872)
C (-1.0999, -3.1871, -2.5043)
H (-1.2314, -2.4121, -4.5103)
H (-1.0396, -1.1695, -3.2397)
H (-2.6022, -1.9605, -3.4898)
C (-0.6227, -4.4004, -2.8093)
C (-0.4127, -4.9551, -4.1775)
H (-0.3221, -5.0639, -1.9961)
H (-0.6281, -4.2371, -4.9732)
H (-1.0170, -5.8533, -4.3623)
H (0.6325, -5.2703, -4.2746)
Sr (-0.2562, 0.2814, -0.2296)
Cl (-2.8675, -0.0553, 0.5801)
Cl (-0.2186, 1.6115, -2.6628)
H (0.6670, 4.7681, 3.3088)
H (-1.4815, 5.6102, 2.0253)
C (1.0530, 4.4515, 2.3358)
C (-1.0030, 5.2483, 1.1032)
N (-0.0673, 4.1856, 1.4350)
H (1.6337, 3.5315, 2.4328)
C (-0.2454, 2.9469, 0.9845)
O (0.5158, 2.0069, 1.3072)
H (-1.7620, 4.8389, 0.4201)
H (-1.1127, 2.8064, 0.2877)
H (1.6629, 5.2560, 1.9176)
H (-0.4591, 6.0683, 0.6133)
H (1.5302, -1.7091, -3.3112)
H (2.3875, -3.7654, -2.1646)
C (2.3438, -1.1008, -2.8810)
C (3.2556, -3.1546, -1.8595)
N (2.8653, -1.7631, -1.6913)
H (1.9636, -0.0987, -2.6486)
C (2.8269, -1.2077, -0.4676)
O (2.3891, -0.0670, -0.2241)
H (3.6421, -3.5171, -0.8979)
H (3.2260, -1.8867, 0.3172)
H (3.1455, -1.0331, -3.6333)
H (4.0426, -3.2311, -2.6255)
O (0.0230, -1.9550, -0.8666)
C (-1.0565, -2.7141, -1.0320)
C (0.1254, -4.2463, 0.6400)
C (-1.0664, -3.8374, 0.0311)
H (1.0488, -3.7347, 0.3615)
C (0.1099, -5.2479, 1.6183)
H (-1.9673, -2.1128, -0.8748)
C (-2.2823, -4.3958, 0.4421)
H (1.0538, -5.5402, 2.0839)
C (-1.1026, -5.8509, 1.9712)
C (-2.3003, -5.4150, 1.3952)
H (-3.2037, -4.0080, 0.0112)
H (-1.1083, -6.6479, 2.7165)
H (-3.2476, -5.8696, 1.6895)
Si (-0.3945, 4.8208, -5.6915)
Cl (-0.6350, 3.3863, -7.1534)
C (1.4339, 4.8421, -5.2693)
C (-1.4813, 4.3054, -4.2667)
C (-0.9541, 6.4725, -6.3998)
H (1.7410, 3.8492, -4.9179)
H (1.6485, 5.5714, -4.4778)
H (2.0280, 5.1031, -6.1543)
H (-0.3523, 6.7425, -7.2770)
H (-0.8549, 7.2737, -5.6548)
H (-2.0064, 6.4205, -6.7076)
H (-1.1593, 3.3149, -3.9069)
H (-2.5303, 4.2276, -4.5751)
H (-1.4036, 4.9968, -3.4186)
C (0.7326, -2.1313, 6.5817)
C (0.5727, -1.7613, 5.1282)
C (1.4657, -0.8753, 4.5170)
C (1.2882, -0.5340, 3.1703)
N (0.2730, -0.9993, 2.4414)
C (-0.5976, -1.8358, 3.0163)
C (-0.4639, -2.2662, 4.3432)
H (1.7101, -2.5981, 6.7732)
H (0.6697, -1.2519, 7.2412)
H (-0.0424, -2.8390, 6.9040)
H (2.2936, -0.4329, 5.0635)
H (1.9832, 0.1447, 2.6747)
H (-1.4442, -2.1649, 2.4102)
H (-1.1909, -2.9801, 4.7378)

Here are the Mulliken charges for atoms 1 to 8, given in e: atom 1 (C): -1.278, atom 2 (C): 0.315, atom 3 (H): 0.371, atom 4 (H): 0.052, atom 5 (H): 0.289, atom 6 (C): 0.109, atom 7 (C): -1.468, atom 8 (H): 0.373

***

Record 3
This record from the Open Molecules 2025 dataset describes a 3-piece molecular cluster, C26H43ClN2O4S overall in a non-equilibrium geometry. The level of theory is the ωB97M-V functional and the def2-TZVPD basis.

Its electronic energy is -62185.2523 eV. The structure (SMILES) is CCCCCCCC[C@H](COCCCCCS(=O)(=O)Cl)OC.c1ccncc1.c1ccncc1.

CARTESIAN COORDINATES (ANGSTROEM)
C (-2.6385, 2.8990, 1.7240)
C (-2.3955, 3.0067, 0.2206)
C (-0.9900, 3.5489, -0.1116)
C (-0.0636, 2.5110, -0.7459)
C (1.4301, 2.8149, -0.5228)
C (2.3257, 2.4211, -1.6951)
C (2.1888, 0.9363, -2.0901)
C (3.4782, 0.0978, -1.9669)
C (3.2522, -1.2027, -1.2044)
C (3.3556, -0.9550, 0.2928)
O (3.3152, -2.1553, 1.0418)
C (2.2200, -2.2298, 1.9382)
C (0.8490, -2.1020, 1.2902)
C (0.4979, -3.2462, 0.3441)
C (-0.9840, -3.2881, -0.0003)
C (-1.4456, -2.0506, -0.7697)
S (-2.2737, -0.6884, 0.0593)
O (-1.3406, 0.3727, 0.2630)
O (-3.5182, -0.4510, -0.5937)
Cl (-2.7535, -1.3929, 1.9172)
O (4.2536, -2.1382, -1.5754)
C (3.7862, -3.4387, -1.8449)
H (-2.7117, 3.8853, 2.1876)
H (-1.7857, 2.3956, 2.1886)
H (-3.5405, 2.3246, 1.9409)
H (-3.1671, 3.6196, -0.2515)
H (-2.4909, 2.0078, -0.2165)
H (-0.5288, 3.9137, 0.8128)
H (-1.0856, 4.4050, -0.7860)
H (-0.2990, 1.5283, -0.3281)
H (-0.2448, 2.4545, -1.8254)
H (1.5538, 3.8814, -0.3096)
H (1.7690, 2.2823, 0.3742)
H (3.3687, 2.6182, -1.4291)
H (2.1039, 3.0609, -2.5539)
H (1.8595, 0.8819, -3.1291)
H (1.4115, 0.4704, -1.4760)
H (4.2834, 0.6688, -1.4952)
H (3.8409, -0.1870, -2.9564)
H (2.2556, -1.5806, -1.4748)
H (2.5753, -0.2636, 0.6306)
H (4.3233, -0.4693, 0.4667)
H (2.3235, -1.4844, 2.7403)
H (2.2926, -3.2112, 2.4159)
H (0.7503, -1.1424, 0.7724)
H (0.1114, -2.0888, 2.1019)
H (1.0700, -3.1829, -0.5843)
H (0.7447, -4.1884, 0.8439)
H (-1.1728, -4.1440, -0.6457)
H (-1.5455, -3.4476, 0.9206)
H (-2.1596, -2.3247, -1.5448)
H (-0.5904, -1.5613, -1.2416)
H (4.6598, -4.0580, -2.0413)
H (3.2530, -3.8626, -0.9884)
H (3.1271, -3.4501, -2.7240)
C (-0.7740, -5.8986, -5.4324)
C (0.1338, -4.9090, -5.0904)
C (0.0778, -4.3765, -3.8118)
N (-0.8034, -4.7625, -2.8906)
C (-1.6702, -5.7134, -3.2337)
C (-1.6965, -6.3112, -4.4844)
H (-0.7628, -6.3401, -6.4204)
H (0.8715, -4.5544, -5.7970)
H (0.7751, -3.6017, -3.5087)
H (-2.3790, -6.0101, -2.4674)
H (-2.4236, -7.0802, -4.7059)
C (-2.7291, 6.6445, 6.6157)
C (-2.2283, 7.2156, 5.4565)
C (-2.2782, 6.4779, 4.2829)
N (-2.7800, 5.2476, 4.2079)
C (-3.2559, 4.7107, 5.3283)
C (-3.2550, 5.3642, 6.5521)
H (-2.7094, 7.1875, 7.5519)
H (-1.8070, 8.2117, 5.4581)
H (-1.8970, 6.8922, 3.3555)
H (-3.6563, 3.7064, 5.2385)
H (-3.6571, 4.8782, 7.4305)

Here are the Mulliken charges for atoms 1 to 8, given in e: atom 1 (C): -1.253, atom 2 (C): -0.060, atom 3 (C): -1.115, atom 4 (C): 0.465, atom 5 (C): -0.953, atom 6 (C): -1.115, atom 7 (C): 0.989, atom 8 (C): -1.303

***

Record 4
This record from the Open Molecules 2025 dataset describes C26H43N2O2P2SiYb as an isolated structure in a non-equilibrium geometry. The level of theory is the ωB97M-V functional and the def2-TZVPD basis.

The spin multiplicity is 2. The energy relative to the best compared isomer or geometry (same formula, charge and spin) is 0.000 eV.

CARTESIAN COORDINATES (ANGSTROEM)
C (-0.2298, 3.9075, -2.6546)
C (-0.2406, 2.5520, -2.3121)
N (0.5304, 2.0912, -1.3024)
C (1.4534, 2.8977, -0.7404)
C (1.5080, 4.2614, -1.0307)
C (0.6439, 4.7711, -1.9963)
C (-1.1502, 1.5834, -3.0413)
P (-1.6088, 0.0648, -2.1287)
Yb (0.2039, -0.0716, -0.2185)
P (2.7675, 0.5127, 0.1331)
C (2.3549, 2.2997, 0.3402)
C (0.5764, -2.3962, -0.7078)
C (-0.4999, -2.9041, -0.0464)
C (-0.4383, -4.3040, 0.2363)
C (0.6074, -5.0952, -0.2503)
C (1.6529, -4.4827, -0.9562)
C (1.6512, -3.0846, -1.1633)
O (-0.1273, 0.3434, -5.3469)
O (0.9395, -1.7988, -4.1745)
H (-0.9486, 4.2813, -3.3765)
H (2.2279, 4.8885, -0.5077)
H (0.6556, 5.8344, -2.2314)
C (-3.0563, 0.5277, -1.1106)
C (-2.2261, -1.2394, -3.2242)
H (3.3135, 2.8349, 0.3966)
H (1.9106, 2.4473, 1.3382)
H (-0.7390, 1.2651, -4.0460)
H (-2.1043, 2.0746, -3.2756)
C (3.2279, -0.0623, 1.8091)
C (4.3232, 0.4648, -0.8095)
H (-1.3590, -2.3202, 0.2920)
H (-1.2170, -4.7730, 0.8201)
H (0.6039, -6.1898, -0.0843)
H (2.4498, -5.0979, -1.3486)
H (2.4894, -2.5905, -1.6507)
H (1.2735, -1.1694, -3.4052)
H (0.8518, -2.6656, -3.7317)
H (0.2417, -0.5271, -5.0399)
H (0.5836, 0.8006, -5.8622)
H (1.3930, -0.4509, -2.3891)
H (-3.9696, 0.6994, -1.7002)
H (-3.2671, -0.3269, -0.4495)
H (-2.8708, 1.4131, -0.4829)
H (-3.1256, -0.9420, -3.7769)
H (-1.4291, -1.5463, -3.9165)
H (-2.4752, -2.0997, -2.5842)
H (5.1834, 0.9154, -0.2949)
H (4.5516, -0.5966, -0.9936)
H (4.1752, 0.9637, -1.7774)
H (4.1459, 0.3887, 2.2132)
H (2.3871, 0.1204, 2.5046)
H (3.3849, -1.1469, 1.7118)
C (1.1194, -2.4186, 2.9651)
Si (-0.2442, -1.1603, 3.1838)
C (-1.7318, -2.2332, 3.4311)
C (0.1481, -0.0321, 4.6057)
N (-0.4701, 0.0478, 1.9462)
C (-1.4602, 0.9713, 1.9746)
C (-2.8177, 0.6212, 2.3145)
C (-3.7284, 1.6168, 2.6258)
C (-3.4042, 2.9715, 2.4518)
C (-2.1401, 3.3267, 1.9468)
C (-1.1864, 2.3555, 1.6614)
H (2.1042, -2.0635, 3.2770)
H (1.1950, -2.8823, 1.9748)
H (0.8592, -3.2211, 3.6677)
H (-1.4449, -2.9656, 4.1925)
H (-2.5813, -1.6866, 3.8434)
H (-2.0614, -2.7957, 2.5512)
H (1.0497, 0.5545, 4.3964)
H (-0.6680, 0.6849, 4.7470)
H (0.2908, -0.6133, 5.5193)
H (-3.0723, -0.4464, 2.3470)
H (-4.7106, 1.3175, 3.0003)
H (-4.1346, 3.7453, 2.7054)
H (-1.8957, 4.3749, 1.7690)
H (-0.1948, 2.6076, 1.2464)

Here are the Mulliken charges for atoms 1 to 8, given in e: atom 1 (C): -0.950, atom 2 (C): 0.599, atom 3 (N): 0.610, atom 4 (C): 0.521, atom 5 (C): -1.028, atom 6 (C): -0.607, atom 7 (C): -1.185, atom 8 (P): 1.418